Record 1
ORCA calculation (ωB97M-V with the def2-TZVPD basis set) on C18H23N3O3 as an isolated structure in a non-equilibrium geometry.

XYZ file:
```
47
Properties=species:S:1:pos:R:3:lowdin_charge:R:1
C -3.86 1.50 -0.32 -0.15
H 5.48 -1.40 -1.02 0.16
H -2.43 -2.20 -1.95 0.11
C -1.79 -1.70 -1.22 -0.19
C 1.94 0.54 2.23 0.00
C 0.91 0.83 2.90 -0.05
C -0.78 -2.12 0.70 -0.22
H 0.37 -2.40 -1.12 0.19
H -4.81 1.56 0.70 0.22
O -1.32 2.32 -1.02 0.15
H -1.05 -3.71 -0.57 0.07
N 3.17 0.36 0.01 0.00
H 2.88 0.09 2.61 0.12
C -1.32 1.81 0.00 -0.62
H -1.34 -0.87 -1.90 0.15
C 0.90 0.97 0.08 0.01
H -0.06 -1.39 1.16 0.14
H -3.32 0.66 -2.04 0.13
H 6.23 -0.04 -0.14 0.12
H 0.91 0.81 3.93 0.08
O -2.62 -0.93 2.01 -0.16
H -4.98 0.62 -1.69 0.09
C -0.68 -2.77 -0.56 -0.06
C -2.10 -1.61 0.84 -0.21
H -0.67 -2.78 1.63 0.17
H -2.64 0.92 1.36 0.12
H 2.67 1.53 -1.56 0.17
C -0.19 1.45 0.79 -0.17
N -2.50 1.66 0.56 0.10
C -4.05 -0.65 -0.53 -0.15
C 2.07 0.88 0.70 -0.08
H -1.19 1.52 2.64 0.10
H 3.94 2.14 -0.73 0.11
O 3.98 -1.37 1.03 0.08
C 5.25 -0.45 -0.38 -0.04
C 4.12 -0.36 0.36 -0.63
H 4.22 -0.40 -2.53 0.16
N -2.76 -1.22 -0.38 -0.04
H -4.52 -0.67 0.17 -0.01
H 0.93 1.16 -0.94 0.10
C -4.07 0.57 -1.31 -0.19
C -0.26 1.41 2.14 0.05
C 3.71 1.16 -0.97 -0.24
H 5.36 1.12 -2.17 0.07
H -3.91 2.55 -0.66 0.10
H -4.54 -1.52 -1.04 0.17
C 4.70 0.43 -1.78 -0.07
```

## Properties
Kohn-Sham gap	8.84	eV
HOMO energy	-0.3144	Ha
multiplicity	1
calculated total energy	-29638.3083	eV
LUMO energy	0.010	hartree
energy relative to the best compared isomer or geometry (same formula, charge and spin)	385.48	kcal per mole
charge	0

=====

Record 2
ORCA calculation (ωB97M-V with the def2-TZVPD basis set) on the molecule C7H10 in a non-equilibrium geometry.

XYZ file:
```
17
Properties=species:S:1:pos:R:3:lowdin_charge:R:1
H 1.59 1.14 0.68 0.11
C 1.20 1.03 -0.34 -0.13
H -2.40 -1.43 0.95 0.08
H 0.47 -0.02 -2.13 0.18
H -0.18 -1.02 2.50 0.11
H -1.34 1.13 1.63 0.13
C -0.95 0.41 0.91 -0.27
C 1.20 -0.38 -0.90 -0.11
H 1.68 1.79 -0.98 0.10
H -0.91 1.79 -0.82 0.13
C -1.46 -0.96 0.66 -0.08
C -0.25 -0.83 1.43 -0.18
H 0.74 -1.07 0.90 0.10
H 2.00 -1.05 -1.23 0.11
C -0.36 0.94 -0.39 -0.24
H -0.92 -1.07 -1.65 0.12
C -0.23 -0.35 -1.22 -0.17
```

## Properties
Kohn-Sham gap (spin up / spin down)	6.78 / 8.24	eV
HOMO energy (spin up / spin down)	-0.2310 / -0.2682	Ha
multiplicity	1
calculated total energy	-7413.6542	eV
LUMO energy (spin up / spin down)	0.018 / 0.035	hartree
energy relative to the best compared isomer or geometry (same formula, charge and spin)	170.20	kcal per mole
charge	0

=====

Record 3
ORCA calculation (ωB97M-V with the def2-TZVPD basis set) on C41H35BrMnNO5PS2 as an isolated structure in a non-equilibrium geometry.

XYZ file:
```
87
Properties=species:S:1:pos:R:3:mulliken_spin:R:1
H -5.58 -0.61 -1.03 -0.02
C 3.24 -4.96 3.71 0.00
H 1.74 2.33 0.47 0.00
H -0.60 3.61 -6.51 0.00
H -4.08 1.12 -0.13 -0.01
H -3.04 1.45 -3.74 0.00
C 0.96 -5.33 3.02 0.00
H 4.08 -0.15 -0.35 0.00
C 3.46 1.92 -2.43 0.00
H -5.56 -0.85 1.55 -0.01
H -1.57 5.48 2.58 0.00
C -4.58 -2.75 1.09 0.71
H 0.85 2.89 -2.56 0.00
C -1.92 2.51 -5.23 0.00
C -1.15 3.41 2.18 0.01
H -2.86 -2.73 -2.93 0.00
H 3.73 -2.95 4.28 0.00
C -2.51 0.24 -1.28 0.00
H -3.38 -4.10 -0.16 -0.01
O 1.57 -0.63 2.47 0.05
H 3.88 -1.93 2.14 0.00
C -2.35 -0.83 -2.25 0.01
C -1.53 4.70 1.83 0.00
H 3.29 4.24 0.65 0.00
H -1.60 -0.71 -3.02 0.00
C 2.97 -3.62 3.91 0.00
Mn -0.18 -0.79 1.44 2.64
C 4.30 3.02 -2.34 0.00
C -3.06 -1.96 -2.20 0.00
H 4.23 -5.35 3.92 0.00
C -1.01 -3.24 0.44 0.04
C -1.86 5.00 0.51 0.00
C -1.10 2.09 -3.01 0.00
C 3.86 -1.09 0.14 0.00
S 1.39 0.34 -1.66 0.00
H 5.02 3.21 -3.13 0.00
C -1.82 4.02 -0.47 0.00
C -3.56 -3.06 0.06 0.11
C -4.09 -2.23 -1.16 0.06
O 1.50 -0.56 -0.26 -0.04
C -1.45 2.72 -0.13 0.04
C -3.41 -0.50 1.16 0.10
O 0.04 -2.55 0.72 0.04
H -4.90 -2.82 -1.60 0.01
N -2.19 -1.30 1.15 0.03
H 3.20 0.28 3.28 0.00
H 4.91 4.70 -1.16 0.00
Br -3.58 0.63 2.71 0.01
C 3.33 3.59 -0.21 0.00
C 2.52 -1.62 -0.30 0.01
C 0.25 3.32 -4.56 0.00
H 4.92 -0.54 1.94 0.00
C 2.24 -5.81 3.25 0.00
C 4.24 3.85 -1.23 0.00
H -0.33 -3.62 3.11 0.00
H -0.90 3.17 3.20 0.00
C -4.76 -1.31 0.98 0.02
H -4.95 -3.42 1.85 -0.04
C 2.47 2.52 -0.31 -0.02
P -1.37 1.45 -1.37 0.01
C -2.11 1.96 -3.97 0.00
H 0.18 -6.00 2.68 0.00
C 2.90 -0.04 2.28 0.00
H 3.52 1.25 -3.28 0.00
H 2.72 0.85 1.67 0.00
H -2.16 6.00 0.25 0.00
H 2.46 -6.85 3.09 0.00
C 2.53 1.67 -1.42 0.01
O -0.62 0.65 2.71 -0.21
C -0.67 1.09 1.59 -0.38
C 0.08 2.77 -3.31 0.00
C 0.68 -3.99 3.24 0.01
C 3.94 -0.95 1.66 0.00
H 2.14 -2.38 0.38 0.00
H -2.08 4.26 -1.49 0.00
C -2.29 -2.45 0.57 -0.08
S 1.33 -1.43 3.96 0.01
C -3.61 0.14 -0.25 -0.01
H 4.63 -1.79 -0.20 0.00
H -2.70 2.41 -5.98 0.00
C -4.68 -0.95 -0.54 0.03
O -1.05 -4.40 0.08 0.01
C -0.74 3.18 -5.52 0.00
H 2.51 -2.03 -1.31 0.00
C -1.10 2.42 1.20 -0.15
H 1.16 3.85 -4.79 0.00
C 1.68 -3.12 3.66 0.00
```

## Properties
Kohn-Sham gap (spin up / spin down)	6.10 / 6.43	eV
HOMO energy (spin up / spin down)	-0.4827 / -0.4956	Ha
multiplicity	4
calculated total energy	-187116.0013	eV
LUMO energy (spin up / spin down)	-0.259 / -0.259	hartree
energy relative to the best compared isomer or geometry (same formula, charge and spin)	0.00	kcal per mole
charge	+2

=====

Record 4
ORCA calculation (ωB97M-V with the def2-TZVPD basis set) on C22H21N3O3Pd as an isolated structure.

XYZ file:
```
50
Properties=species:S:1:pos:R:3:lowdin_charge:R:1
O -0.14 -0.96 -0.51 -0.17
H -4.50 0.06 3.97 0.12
C -3.41 -0.29 2.19 -0.16
H 6.52 -2.27 -0.15 0.08
C -2.19 -2.26 2.01 -0.09
O -4.43 1.87 2.11 0.05
C 6.32 -1.20 -0.12 -0.06
O 0.22 0.87 0.73 0.02
H -0.42 1.44 -4.82 0.11
H -0.67 -0.25 -2.98 0.12
C -1.20 0.69 -2.97 -0.10
H 3.08 1.93 -2.27 0.08
C 2.30 1.34 -1.78 -0.03
H 6.81 -0.81 0.77 0.08
H 1.39 -1.45 2.60 0.09
C -1.71 2.85 -3.83 -0.05
N -3.57 0.96 0.18 -0.10
H 2.33 -2.92 2.33 0.08
H 4.44 -2.37 1.45 0.12
C -3.87 0.99 1.49 -0.50
N -1.97 0.91 -1.91 -0.02
C -2.62 -2.67 3.26 -0.04
C 2.90 0.30 -0.87 -0.20
C 0.63 -0.11 0.11 -0.63
C 4.01 -1.62 0.80 -0.01
C 2.10 -0.41 0.02 -0.07
C -2.65 2.06 -1.77 -0.22
H 0.92 -2.56 1.32 0.06
H -3.78 -2.14 4.98 0.11
H -2.29 -3.63 3.65 0.11
C 4.84 -0.93 -0.08 -0.27
C 2.65 -1.37 0.86 -0.20
H -3.29 3.04 0.03 0.14
N -2.58 -1.09 1.50 -0.02
H -1.52 -2.84 1.40 0.11
C -1.05 1.64 -3.97 -0.05
H -3.06 3.99 -2.59 0.12
H -1.60 3.62 -4.58 0.11
C -2.52 3.06 -2.72 -0.01
H 4.89 0.57 -1.60 0.11
H 6.78 -0.74 -0.99 0.07
H 1.65 2.01 -1.23 0.08
C -3.85 -0.63 3.45 0.01
C -3.59 2.19 -0.59 -0.14
C -3.45 -1.84 3.99 -0.04
C 4.27 0.02 -0.91 -0.01
Pd -2.02 -0.19 -0.22 1.04
H -4.59 2.40 -0.97 0.13
C 1.78 -2.12 1.83 -0.03
H 1.71 0.86 -2.57 0.07
```

## Properties
Kohn-Sham gap	8.15	eV
HOMO energy	-0.2993	Ha
multiplicity	1
calculated total energy	-37249.4559	eV
LUMO energy	0.000	hartree
energy relative to the best compared isomer or geometry (same formula, charge and spin)	0.00	kcal per mole
charge	0

=====

Record 5
ORCA calculation (ωB97M-V with the def2-TZVPD basis set) on the molecule C8H4 in a non-equilibrium geometry.

XYZ file:
```
12
Properties=species:S:1:pos:R:3:lowdin_charge:R:1
C -0.61 1.64 -0.86 -0.19
C -2.44 -1.63 -0.94 0.17
C -1.05 -1.47 1.12 0.04
C -0.10 0.80 0.26 0.13
C -1.61 0.78 -1.36 0.01
C -2.10 -0.38 -1.21 -0.20
H 0.52 -1.98 -0.32 0.09
H 0.18 1.90 -1.44 0.10
H -1.13 2.47 -0.45 0.12
C -0.21 -0.37 0.73 -0.32
C 0.27 -1.85 0.71 -0.09
H 1.04 -2.15 1.52 0.13
```

## Properties
Kohn-Sham gap	6.65	eV
HOMO energy	-0.2955	Ha
multiplicity	1
calculated total energy	-8347.0467	eV
LUMO energy	-0.051	hartree
energy relative to the best compared isomer or geometry (same formula, charge and spin)	182.11	kcal per mole
charge	0

=====

Record 6
ORCA calculation (ωB97M-V with the def2-TZVPD basis set) on a 2-piece molecular cluster, C2H8NO2PS overall in a non-equilibrium geometry.

XYZ file:
```
15
Properties=species:S:1:pos:R:3:lowdin_charge:R:1
H 1.13 -1.57 -0.16 0.02
H -3.84 -3.14 1.67 -0.22
P -0.09 -0.04 0.97 0.65
H 2.73 2.75 -0.12 0.11
H 1.69 1.75 0.96 0.02
H 2.78 0.90 -0.16 0.10
H -3.40 -2.86 -0.16 -0.23
H 0.99 2.54 -1.77 0.10
S -3.92 -3.88 0.55 0.43
C 0.93 1.74 -1.11 -0.14
C 2.06 1.79 -0.07 -0.13
H -0.82 0.93 -1.32 0.10
O -1.41 -0.66 0.81 -0.49
O 1.15 -1.16 0.69 -0.31
N 0.01 0.90 -0.77 -0.03
```

## Properties
Kohn-Sham gap	8.07	eV
HOMO energy	-0.3142	Ha
multiplicity	1
calculated total energy	-27912.6345	eV
LUMO energy	-0.017	hartree
energy relative to the best compared isomer or geometry (same formula, charge and spin)	74.57	kcal per mole
charge	0

=====

> Number 5 is which compound?

C8H4

=====

> What is the formula in the first record?

C18H23N3O3